Entry 1:
A molecular structure, C8H24N4O12S, computed with ωB97M-V with the def2-TZVPD basis set.

Output
gap between HOMO and LUMO = 0.2485 Ha

Last column: Mulliken charge in e.
Geometry (Å):
C  -16.0028  -13.2108  -1.2832  -1.47
O  -15.8209  -11.8473  -0.7808  -0.85
H  -15.5176  -13.3691  -2.2464  0.22
H  -15.7913  -14.0480  -0.6180  0.71
H  -17.0709  -13.3640  -1.4377  0.20
H  -16.0550  -11.2750  -1.5151  0.78
O  -16.0055  -6.2191  -0.3368  -0.60
S  -16.9125  -6.7602  0.6690  1.12
O  -18.1500  -6.1054  1.1655  -0.61
O  -17.4937  -8.2657  0.2079  -0.39
C  -16.7439  -9.0849  -0.6446  -0.03
C  -17.4240  -10.4159  -0.7995  -1.33
C  -15.8022  -7.2381  2.0822  -0.86
H  -15.7447  -9.2962  -0.2639  0.32
H  -16.5598  -8.6290  -1.6175  0.21
H  -16.8795  -10.9683  -1.5653  0.91
H  -18.4718  -10.3193  -1.0840  0.62
H  -17.4165  -10.9568  0.1467  -0.08
H  -14.9537  -7.7433  1.6207  0.29
H  -16.3446  -7.9742  2.6756  0.30
H  -15.5377  -6.3455  2.6492  0.39
C  -15.3381  -9.6934  -3.9378  -0.99
N  -15.5477  -10.2961  -2.5705  0.21
O  -15.9682  -11.4724  -2.5079  -0.19
O  -15.2852  -9.6234  -1.6121  -0.35
H  -15.0294  -10.4232  -4.6863  0.35
H  -14.4112  -9.1451  -3.7700  0.36
H  -16.2171  -9.1049  -4.2007  0.33
C  -16.7748  -12.8696  1.0621  -0.75
N  -18.0301  -12.8619  1.9356  1.11
O  -17.9316  -12.9953  3.1406  -0.70
O  -19.0892  -12.7289  1.4244  -0.64
H  -16.6154  -11.8297  0.7768  0.76
H  -17.0267  -13.5217  0.2258  0.12
H  -15.8654  -13.2737  1.5069  0.40
C  -19.6550  -13.1829  -0.8650  -1.38
N  -19.5314  -14.5262  -0.2651  1.14
O  -18.4485  -14.8491  0.1486  -0.60
O  -20.6005  -15.0753  -0.0761  -0.66
H  -18.6707  -13.0959  -1.3252  0.53
H  -19.7674  -12.4383  -0.0769  0.56
H  -20.5270  -13.1776  -1.5189  0.32
C  -19.0911  -15.2888  -3.2841  -0.80
N  -18.0665  -14.3700  -2.9035  1.00
O  -17.6542  -14.4057  -1.7857  -0.32
O  -17.6176  -13.6677  -3.7497  -0.59
H  -19.6355  -15.0092  -4.1861  0.29
H  -19.7338  -15.3654  -2.4071  0.33
H  -18.5289  -16.2033  -3.4730  0.30

Forces on atoms 1 to 6 (eV/Å):
C 2.1 3.4 0.8
O 7.8 -8.0 12.0
H 0.1 -0.3 0.1
H 0.9 0.4 0.0
H 3.0 3.6 0.9
H 2.8 -3.2 6.0

=====

Entry 2:
4 unconnected molecules or ions with the total composition C8H24O4S4, computed with ωB97M-V with the def2-TZVPD basis set.

Output
energy relative to the best compared isomer or geometry (same formula, charge and spin) = 451.8 kJ/mol
gap between HOMO and LUMO = 0.3209 Ha

Last column: Mulliken charge in e.
Geometry (Å):
C  -13.4159  -46.8528  46.7243  -1.02
S  -15.0857  -46.1391  46.9754  0.40
O  -16.0576  -46.8555  46.0501  -0.62
C  -15.1700  -46.8612  48.5545  -0.72
H  -12.8519  -46.7901  45.7426  0.43
H  -13.4911  -47.9211  46.8957  0.32
H  -12.6539  -46.2400  47.1991  0.35
H  -15.6593  -47.8473  48.5858  0.46
H  -15.7532  -46.3179  49.2810  0.39
H  -14.3275  -47.1732  49.2134  0.04
C  -5.9203  -45.4689  49.8967  -0.84
S  -5.8538  -44.4619  51.3620  0.46
O  -4.2951  -44.4222  51.5534  -0.66
C  -6.2584  -42.9333  50.6061  -0.80
H  -6.0059  -46.4278  49.8240  0.49
H  -5.3557  -45.0290  49.0378  0.28
H  -7.0780  -45.3705  49.8577  0.17
H  -7.3598  -43.0545  50.2169  0.28
H  -5.6291  -42.6331  49.6439  0.26
H  -6.2445  -41.9871  51.1094  0.36
C  -9.0546  -49.2379  50.9161  -1.21
S  -9.8791  -47.7772  50.2550  0.59
O  -8.9654  -47.3034  49.0825  -0.72
C  -11.0859  -48.6284  49.2537  -0.65
H  -8.1807  -49.0249  51.4767  0.43
H  -8.5817  -49.8211  50.2808  0.53
H  -9.7576  -49.9656  51.6282  0.23
H  -11.7748  -49.0518  49.9664  0.25
H  -10.6385  -49.3236  48.6844  0.61
H  -11.7433  -47.8494  48.7567  -0.11
C  -11.7152  -47.4386  53.4369  -0.74
S  -13.0057  -46.6118  52.5312  0.40
O  -12.4948  -46.3007  51.1274  -0.53
C  -14.0759  -48.0504  52.4570  -0.91
H  -11.5435  -48.4537  52.9954  0.13
H  -12.0666  -47.5232  54.4577  0.42
H  -10.7605  -46.8415  53.5655  0.30
H  -14.8849  -47.8092  51.8550  0.35
H  -14.4824  -48.3924  53.3553  0.41
H  -13.5254  -48.7168  51.8681  0.21

Forces on atoms 1 to 6 (eV/Å):
C 1.2 0.3 -2.1
S 0.3 -0.5 -2.4
O 1.2 0.7 1.4
C -0.6 -2.3 3.4
H -1.9 0.1 0.1
H 0.3 0.0 0.7

=====

Entry 3:
4 unconnected molecules or ions with the total composition C8H24O4S4, computed with ωB97M-V with the def2-TZVPD basis set.

Output
energy relative to the best compared isomer or geometry (same formula, charge and spin) = 40.1 kJ/mol
gap between HOMO and LUMO = 0.3463 Ha

Last column: Mulliken charge in e.
Geometry (Å):
C  3.2535  0.6327  1.3497  -0.72
S  3.2922  -0.7481  2.5481  0.39
O  3.0116  -2.0395  1.8507  -0.58
C  1.7993  -0.3074  3.4693  -0.72
H  2.6072  1.4157  1.7559  0.24
H  2.8199  0.4247  0.3746  0.21
H  4.2420  1.0780  1.2636  0.41
H  1.5129  -1.1626  4.0763  0.35
H  0.9695  -0.0925  2.7845  0.08
H  1.8839  0.6021  4.0634  0.37
C  -2.3134  5.4346  -0.9193  -0.95
S  -2.2560  4.0383  -2.0979  0.57
O  -3.0919  4.4432  -3.2788  -0.65
C  -0.4497  4.2513  -2.4297  -1.03
H  -1.5278  5.2301  -0.1910  0.31
H  -3.2995  5.4504  -0.4683  0.32
H  -2.0601  6.3569  -1.4379  0.34
H  0.1654  4.0888  -1.5490  0.34
H  -0.3370  5.2743  -2.7894  0.43
H  -0.2141  3.5340  -3.2127  0.30
C  -1.7748  -4.4357  0.4591  -0.64
S  -0.5976  -5.1387  -0.7075  0.45
O  -0.1864  -3.9752  -1.5934  -0.60
C  0.7953  -5.2860  0.4608  -0.65
H  -1.5673  -3.3662  0.4990  0.08
H  -1.6049  -4.8070  1.4713  0.32
H  -2.8094  -4.6164  0.1824  0.33
H  0.5327  -5.8836  1.3359  0.36
H  1.1139  -4.2807  0.7248  0.06
H  1.5827  -5.8455  -0.0421  0.32
C  0.4135  -0.9960  -0.5660  -0.59
S  -0.4641  0.4236  0.1494  0.36
O  0.4271  1.6352  0.1769  -0.60
C  -1.6597  0.5503  -1.2119  -0.74
H  -0.3577  -1.7528  -0.7147  0.25
H  1.1530  -1.3946  0.1253  0.01
H  0.7889  -0.6914  -1.5401  0.40
H  -1.2410  0.5897  -2.2181  0.32
H  -2.1043  1.5445  -1.1100  0.11
H  -2.4478  -0.1784  -1.0433  0.41

Forces on atoms 1 to 6 (eV/Å):
C -0.4 0.8 0.5
S 0.2 0.2 -0.1
O -0.3 0.3 -0.1
C -0.9 0.2 -0.6
H 0.0 -0.1 0.1
H 0.2 -0.6 0.1

=====

Entry 4:
4 unconnected molecules or ions with the total composition C8H24O8, computed with ωB97M-V with the def2-TZVPD basis set.

Output
energy relative to the best compared isomer or geometry (same formula, charge and spin) = 74.2 kJ/mol
gap between HOMO and LUMO = 0.3697 Ha

Last column: Mulliken charge in e.
Geometry (Å):
O  20.8137  -0.8559  -12.4770  -0.59
C  20.5106  -0.5122  -13.8294  -0.47
C  19.6421  0.7291  -13.8777  -0.22
O  20.1451  1.7624  -13.0747  -0.52
H  20.0034  -1.2599  -12.0965  0.53
H  21.4993  -0.2982  -14.2505  0.27
H  20.2125  -1.3943  -14.4004  0.32
H  18.6306  0.4448  -13.5434  0.17
H  19.5099  1.1091  -14.8919  0.32
H  20.5371  1.3590  -12.2872  0.36
O  15.0659  -6.3391  -13.2583  -0.50
C  13.8142  -6.0088  -13.8263  -0.30
C  12.6958  -6.9340  -13.3090  -0.41
O  11.6710  -7.2785  -14.2153  -0.51
H  15.5290  -6.9915  -13.7862  0.28
H  13.5997  -4.9407  -13.8590  0.27
H  13.8527  -6.2165  -14.9117  0.26
H  12.2707  -6.4979  -12.4019  0.29
H  13.1691  -7.8633  -12.9672  0.28
H  12.0422  -7.8820  -14.8656  0.31
O  18.8750  -2.3587  -11.2166  -0.53
C  17.4893  -2.6020  -10.9432  -0.64
C  16.7890  -3.4313  -12.0290  -0.27
O  17.1838  -4.7863  -12.0106  -0.51
H  19.3089  -3.1855  -10.9724  0.07
H  17.4266  -3.1605  -10.0035  0.33
H  16.9896  -1.6454  -10.8177  0.38
H  17.0658  -2.8945  -12.9502  0.26
H  15.7047  -3.3324  -11.9083  0.37
H  16.5519  -5.2012  -12.6233  0.28
O  22.8549  -6.4128  -11.5565  -0.52
C  22.0939  -5.8882  -10.4953  -0.74
C  20.9241  -5.0201  -10.9287  0.01
O  19.8087  -5.8533  -11.2620  -0.49
H  22.6173  -7.3317  -11.6893  0.32
H  21.7126  -6.6849  -9.8502  0.33
H  22.6910  -5.2584  -9.8279  0.32
H  21.1221  -4.4037  -11.8107  0.30
H  20.7003  -4.4069  -10.0408  0.30
H  19.0864  -5.2941  -11.5802  0.31

Forces on atoms 1 to 6 (eV/Å):
O -0.9 -0.1 0.0
C 1.8 0.1 0.1
C -0.9 -0.7 -0.1
O 0.3 0.2 0.1
H 0.6 0.2 0.0
H -0.1 0.3 -0.1

=====

Entry 5:
A molecular structure, C8H24O8Tl, computed with ωB97M-V with the def2-TZVPD basis set.

Output
net charge = +3
energy relative to the best compared isomer or geometry (same formula, charge and spin) = 193.5 kJ/mol
gap between HOMO and LUMO = 0.1210 Ha

Last column: Mulliken charge in e.
Geometry (Å):
Tl  0.5987  0.0836  0.5607  1.19
C  -2.9093  1.3917  -0.2826  -0.46
C  -3.0263  0.4768  0.9944  -0.26
O  -2.2518  -0.7245  0.7809  -0.38
O  -1.6223  1.9806  -0.3316  -0.43
H  -3.5958  2.2358  -0.3481  0.44
H  -3.0444  0.9734  -1.2800  0.33
H  -4.0151  0.1840  1.3474  0.55
H  -2.6442  1.0900  1.8105  -0.02
H  -2.8730  -1.4186  0.5486  0.31
H  -1.6241  2.5644  -1.0937  0.31
C  -0.1462  0.1122  -3.3115  -0.53
C  -0.3519  -1.3870  -3.0957  -0.40
O  -0.8342  -1.7027  -1.8220  -0.37
O  0.6872  0.6388  -2.3187  -0.27
H  -1.0340  0.7439  -3.2841  0.28
H  0.2360  0.2954  -4.3157  0.43
H  0.5969  -1.8628  -3.3437  0.22
H  -1.0871  -1.7867  -3.7942  0.50
H  -1.3727  -2.4959  -1.8708  0.32
H  1.0837  1.4069  -2.7363  0.24
C  3.9380  -0.5847  -1.4217  -0.43
C  3.5417  -2.0253  -1.0430  -0.46
O  2.1235  -1.9795  -0.9534  -0.30
O  3.6060  0.3406  -0.4257  -0.41
H  3.4689  -0.3157  -2.3681  0.24
H  5.0006  -0.4951  -1.6477  0.47
H  4.0720  -2.2189  -0.1106  0.35
H  3.9827  -2.6807  -1.7940  0.37
H  1.7352  -2.8023  -0.6472  0.30
H  3.9769  1.1554  -0.7722  0.35
C  -0.3654  1.6855  3.9433  -0.42
C  -0.9584  0.2319  4.2008  -0.52
O  -0.3018  -0.6843  3.3918  -0.40
O  -0.4409  1.9024  2.5807  -0.30
H  0.6628  1.7495  4.2995  0.39
H  -1.0144  2.3889  4.4651  0.36
H  -2.0475  0.1866  4.2023  0.37
H  -0.8165  0.0668  5.2688  0.45
H  -0.6309  -1.5497  3.6452  0.34
H  -0.3028  2.8293  2.3723  0.27

Forces on atoms 1 to 6 (eV/Å):
Tl -0.5 0.1 -0.7
C -0.2 -0.1 -0.6
C 0.0 0.2 -0.9
O 0.3 1.3 0.8
O 0.8 -0.3 1.2
H -0.7 0.0 1.1

=====

Entry 6:
A molecular structure, C8H25AgNO5, computed with ωB97M-V with the def2-TZVPD basis set.

Output
gap between HOMO and LUMO (spin up / spin down) = 0.3229 / 0.2406 Ha
spin multiplicity = 2

Last column: Löwdin spin population.
Geometry (Å):
Ag  0.0965  -0.8831  -1.6870  0.18
O  -0.8092  -0.9682  -3.7232  0.44
H  -0.5551  -1.8709  -3.4493  -0.01
O  2.2319  -1.3165  -2.7734  0.40
H  2.5259  -0.9667  -1.9098  0.00
C  3.0865  -0.0211  2.1248  0.00
C  1.6804  -0.5942  1.6206  0.00
O  1.2741  -0.1925  0.2899  0.00
H  3.4239  -0.4790  3.0546  0.00
H  2.9470  1.0418  2.3219  0.00
H  3.9802  -0.0817  1.5037  0.00
H  0.7930  -0.3815  2.2167  0.00
H  1.7455  -1.6747  1.7480  0.00
H  1.2258  0.7451  0.4903  0.00
C  0.0421  -5.0261  0.4510  0.00
C  -0.1245  -3.5675  0.0399  0.00
O  0.0236  -3.4651  -1.3245  -0.01
H  -0.2116  -5.0525  1.5107  0.00
H  0.9707  -5.5711  0.2810  0.00
H  -0.7700  -5.5873  -0.0113  0.00
H  0.6551  -3.0017  0.5502  0.00
H  -1.1092  -3.1505  0.2509  0.00
H  0.7824  -4.0391  -1.4523  0.00
C  -0.3444  2.2012  -1.5089  -0.01
C  -1.1104  1.6754  -0.3754  0.00
C  -1.9136  2.6929  0.4273  0.00
O  -1.0192  3.7557  0.6706  0.00
C  -1.6576  4.9139  1.0870  0.00
N  -1.7042  0.4638  -0.7914  0.01
H  -1.0008  2.5726  -2.2959  0.00
H  0.2436  1.4165  -1.9851  -0.01
H  0.2933  3.0100  -1.1520  0.00
H  -0.3453  1.4282  0.3607  0.00
H  -2.2761  2.2936  1.3745  0.00
H  -2.7558  3.0685  -0.1537  0.00
H  -0.9086  5.7058  1.0864  0.00
H  -1.9944  4.8293  2.1202  0.00
H  -2.5366  5.2447  0.5338  0.00
H  -2.4859  0.7871  -1.3433  0.00
H  -2.3888  0.0449  -0.1783  0.00

Forces on atoms 1 to 6 (eV/Å):
Ag 0.6 0.1 -1.2
O 0.5 -0.4 1.3
H -0.3 -0.2 -1.1
O -1.3 0.3 1.2
H 0.3 -0.2 -0.4
C -1.4 0.6 0.0